A 10-piece molecular cluster, C40H70N10 overall, computed with wB97M-V/def2-TZVPD.

Atoms and positions in Å:
C (7.93, -2.00, 0.29)
C (7.38, -1.76, 1.71)
C (5.91, -2.13, 1.89)
C (5.52, -3.48, 1.49)
N (5.20, -4.53, 1.17)
H (7.63, -1.19, -0.38)
H (7.59, -2.94, -0.11)
H (9.02, -1.98, 0.31)
H (7.50, -0.70, 1.92)
H (8.00, -2.31, 2.42)
H (5.31, -1.42, 1.33)
H (5.69, -2.05, 2.96)
C (-3.67, 2.47, 1.18)
C (-3.53, 1.31, 2.16)
C (-3.84, 1.64, 3.64)
C (-5.19, 2.13, 3.91)
N (-6.25, 2.52, 4.12)
H (-3.03, 3.32, 1.39)
H (-4.72, 2.78, 1.21)
H (-3.50, 2.12, 0.16)
H (-2.54, 0.85, 2.16)
H (-4.32, 0.58, 1.97)
H (-3.16, 2.44, 3.96)
H (-3.55, 0.80, 4.28)
C (3.31, -2.47, -3.56)
C (2.98, -2.88, -2.13)
C (3.40, -4.30, -1.74)
C (2.88, -5.30, -2.66)
N (2.51, -6.07, -3.43)
H (4.38, -2.40, -3.76)
H (2.86, -1.50, -3.75)
H (2.90, -3.15, -4.31)
H (1.90, -2.82, -2.04)
H (3.42, -2.17, -1.43)
H (3.08, -4.51, -0.72)
H (4.49, -4.39, -1.72)
C (-2.34, 3.22, -2.79)
C (-3.03, 4.43, -2.15)
C (-2.73, 5.75, -2.89)
C (-3.72, 5.96, -3.95)
N (-4.51, 6.11, -4.78)
H (-1.36, 3.52, -3.15)
H (-2.90, 2.88, -3.66)
H (-2.19, 2.39, -2.10)
H (-2.68, 4.51, -1.11)
H (-4.11, 4.29, -2.10)
H (-1.73, 5.78, -3.31)
H (-2.81, 6.57, -2.17)
C (-3.78, -0.13, -2.01)
C (-3.72, -1.64, -2.13)
C (-4.40, -2.43, -1.02)
C (-3.68, -2.31, 0.25)
N (-3.11, -2.23, 1.24)
H (-3.21, 0.32, -2.82)
H (-3.34, 0.24, -1.08)
H (-4.80, 0.26, -2.00)
H (-2.68, -1.96, -2.19)
H (-4.13, -1.92, -3.11)
H (-4.46, -3.49, -1.28)
H (-5.42, -2.08, -0.86)
C (-0.20, 2.34, 3.47)
C (-0.14, 1.41, 4.66)
C (-0.32, 2.11, 6.01)
C (0.11, 1.27, 7.13)
N (0.42, 0.62, 8.01)
H (0.69, 2.95, 3.33)
H (-1.01, 3.07, 3.52)
H (-0.36, 1.80, 2.53)
H (0.76, 0.78, 4.61)
H (-0.95, 0.67, 4.63)
H (-1.35, 2.46, 6.13)
H (0.34, 2.98, 6.07)
C (-1.68, -2.49, 4.17)
C (-0.95, -2.56, 5.50)
C (-1.80, -2.30, 6.72)
C (-2.62, -1.08, 6.65)
N (-3.20, -0.09, 6.60)
H (-2.53, -3.17, 4.15)
H (-1.01, -2.81, 3.37)
H (-2.05, -1.49, 3.96)
H (-0.12, -1.84, 5.50)
H (-0.46, -3.53, 5.64)
H (-1.20, -2.16, 7.62)
H (-2.48, -3.12, 6.97)
C (-0.27, -0.45, -1.22)
C (-0.37, 0.17, 0.17)
C (0.00, -0.80, 1.29)
C (1.44, -1.05, 1.34)
N (2.56, -1.24, 1.38)
H (-0.84, -1.39, -1.23)
H (0.76, -0.78, -1.39)
H (-0.61, 0.23, -1.99)
H (-1.40, 0.51, 0.30)
H (0.27, 1.05, 0.19)
H (-0.51, -1.76, 1.15)
H (-0.29, -0.34, 2.24)
C (4.08, 0.83, -0.58)
C (4.43, 1.91, -1.58)
C (3.58, 1.91, -2.85)
C (2.13, 2.07, -2.71)
N (0.99, 2.19, -2.60)
H (3.06, 1.02, -0.24)
H (4.72, 0.85, 0.30)
H (4.06, -0.18, -0.99)
H (5.46, 1.82, -1.93)
H (4.38, 2.91, -1.15)
H (3.74, 0.98, -3.42)
H (3.87, 2.70, -3.54)
C (-2.10, -0.38, -7.05)
C (-1.82, 0.48, -5.82)
C (-0.46, 0.26, -5.15)
C (-0.22, -1.16, -4.83)
N (-0.02, -2.26, -4.58)
H (-3.07, -0.11, -7.47)
H (-2.21, -1.42, -6.73)
H (-1.32, -0.30, -7.80)
H (-2.65, 0.35, -5.12)
H (-1.81, 1.53, -6.12)
H (-0.42, 0.81, -4.21)
H (0.32, 0.64, -5.81)

## Properties
* frontier orbital gap: 0.412 hartree
* energy relative to the best compared isomer or geometry (same formula, charge and spin): 73.9 kJ/mol
* HOMO: -11.108 eV
* strongest force on any atom: 1.8 eV/A
* energy: -57514.873 eV